The following is a quantum chemistry calculation of a structure of composition C13H12Br2N3O6Pd, from the OMol25 dataset.

Computed properties:
- Net charge: +1
- Total energy: -173984.2750 eV
- Orbital gap: 0.1670 Eh
- Maximum force: 0.720 eV/A

Geometry as XYZ:
```
37
C13H12Br2N3O6Pd, DFT wB97M-V/def2-TZVPD
Pd -0.09106 -0.46628 0.01121
Br -0.27834 -2.65512 -1.35514
Br 1.00625 0.08235 -2.27445
O 1.80056 -0.94671 0.45027
O -2.00654 0.22675 -0.88956
O -0.76059 2.01062 2.77860
O -2.36208 -2.54207 1.52204
O -0.74394 -1.01838 1.79092
O 0.08892 1.21545 0.90052
N 4.59804 -3.66708 2.93686
N 1.97037 -1.26812 2.71836
N 3.07789 -3.37421 -1.35888
C 0.65550 -1.75472 -2.80591
C 3.08373 -2.68853 1.11371
C -2.94318 -0.24954 1.15233
C 3.94786 -3.25537 2.07958
C -3.73181 1.80202 -0.88153
C -2.33987 1.54921 -0.32760
C -0.96481 1.46077 1.74140
C -2.36328 1.20777 1.17041
C -4.34232 0.38205 -0.88172
C -2.01400 -1.39557 1.54737
C 3.11701 -3.08063 -0.24598
C 2.22212 -1.62851 1.47371
C -3.19661 -0.46043 -0.34814
H 1.35035 -0.49509 2.90924
H -3.02127 1.86638 1.73330
H -1.57616 2.25935 -0.62708
H 1.60416 -2.26195 -2.94784
H -3.85181 -0.32913 1.74624
H 2.32193 -1.81909 3.48666
H -4.27719 2.50885 -0.25942
H -5.21981 0.28715 -0.24506
H -3.67422 2.21025 -1.88797
H -4.61751 0.06516 -1.88508
H -3.18456 -1.50053 -0.65956
H 0.00640 -1.74277 -3.67166
```

***

The following is a quantum chemistry calculation of a structure of composition C13H12Br6N2O2 at a distorted geometry, from the OMol25 dataset.

Computed properties:
- Total energy: -441002.0847 eV
- Orbital gap: 0.3314 Eh
- Maximum force: 1.122 eV/A

Geometry as XYZ:
```
35
C13H12Br6N2O2, DFT wB97M-V/def2-TZVPD
Br 15.54826 1.37781 -10.53558
Br 18.46382 1.55944 -14.44065
Br 17.77461 -0.62810 -11.57390
Br 15.32099 1.08164 -14.41943
Br 18.43062 1.39859 -9.22084
Br 16.56500 3.50715 -16.04154
O 18.41199 4.06194 -6.80701
O 17.19269 4.78158 -5.18328
N 14.95009 -0.26025 -4.61511
N 17.92816 3.97192 -5.68300
C 15.58698 -0.54908 -5.72742
C 14.86725 2.01892 -5.32736
C 18.72284 0.46772 -3.46864
C 18.19479 1.58860 -2.83129
C 17.40376 1.11260 -10.86516
C 15.53452 1.69549 -6.48104
C 15.86709 0.37840 -6.70684
C 17.89594 2.73500 -3.56256
C 14.61079 1.00972 -4.42145
C 19.02704 0.53092 -4.82709
C 16.83323 1.72477 -15.43630
C 18.26192 2.78874 -4.89211
C 18.86461 1.71648 -5.51652
H 15.82797 -1.59907 -5.86212
H 16.88819 1.05422 -16.27736
H 14.50246 3.02152 -5.14697
H 17.32725 3.51027 -3.07213
H 19.15412 1.78705 -6.55668
H 18.89313 -0.44659 -2.91491
H 14.04276 1.15799 -3.50774
H 15.77498 2.45879 -7.21312
H 17.79520 1.85674 -11.53925
H 17.95257 1.61272 -1.77686
H 16.34716 0.10173 -7.63596
H 19.45575 -0.33364 -5.31599
```

***

The following is a quantum chemistry calculation of a structure of composition C13H12BrCdN7S4Sb, from the OMol25 dataset.

Computed properties:
- Net charge: -1
- Total energy: -148598.9959 eV
- Orbital gap: 0.2020 Eh
- Maximum force: 0.103 eV/A

Geometry as XYZ:
```
39
C13H12BrCdN7S4Sb, DFT wB97M-V/def2-TZVPD
Sb -2.18033 -1.90273 -3.66177
Cd -0.29041 -0.99066 -1.17487
Br 0.48008 2.48946 0.53549
S -0.33630 -0.31267 -3.54746
S -2.08933 -2.67175 -1.32994
S -1.64266 -3.62257 -5.02769
S -4.13597 -0.74629 -3.90974
N 1.74459 -0.55669 2.87492
N -1.67506 1.12414 -0.52112
N -0.54567 -0.88854 3.46047
N 1.02387 -0.37433 5.04361
N -2.03001 -1.39233 1.77927
N 0.15565 -1.00756 1.19855
N 2.05257 -0.84807 -0.69012
C 2.93687 -0.76922 -1.67624
C -2.96342 3.33145 -1.58631
C -3.50231 2.06804 -1.73908
C 4.28068 -0.52160 -1.43434
C -0.79423 -1.09156 2.15795
C 4.69661 -0.34425 -0.12551
C -1.18451 2.33818 -0.39810
C -1.76851 3.48515 -0.89385
C 2.44593 -0.67381 0.56940
C 3.76519 -0.41788 0.89967
C 0.71944 -0.61568 3.74749
C 1.37894 -0.75446 1.62023
C -2.82724 0.99086 -1.18820
H 5.73706 -0.14488 0.09688
H 0.32281 -0.56474 5.73550
H -3.20299 -0.01733 -1.32875
H 4.03282 -0.27879 1.93653
H -3.45072 4.19777 -2.01588
H -4.39630 1.87405 -2.31369
H 4.97754 -0.46553 -2.25874
H -2.73249 -1.49147 2.48906
H 2.53697 -0.89812 -2.67738
H -2.23196 -1.65082 0.80990
H -1.29920 4.44787 -0.75814
H 1.99195 -0.33265 5.30204
```

***

The following is a quantum chemistry calculation of the molecule C13H12Cl2Si at a distorted geometry, from the OMol25 dataset.

Computed properties:
- SMILES string: Cc1ccc([Si](Cl)(Cl)c2ccccc2)cc1
- Total energy: -46600.8813 eV
- Orbital gap: 0.3624 Eh
- Maximum force: 2.911 eV/A

Geometry as XYZ:
```
28
C13H12Cl2Si, DFT wB97M-V/def2-TZVPD
Cl -0.37729 -3.05165 -1.72859
Cl 0.24284 -0.15268 -3.53084
Si 0.24886 -1.08064 -1.52981
C -2.44452 1.65427 -0.34436
C -2.49539 -0.11998 1.32550
C -1.42059 0.99113 -0.99464
C -2.95463 1.13344 0.87776
C 2.42215 0.41221 -0.61679
C 1.95011 -0.86874 -0.96231
C 4.28353 -0.58807 0.43297
C 2.68944 -1.95386 -0.68722
C 3.87614 -1.85572 0.02443
C -3.99313 1.84326 1.64623
C -1.44554 -0.78674 0.66368
C 3.52171 0.54194 0.20860
C -1.03024 -0.23383 -0.52588
H -4.33385 1.12739 2.37514
H 2.18753 -2.89223 -0.92212
H 5.26025 -0.62590 0.92500
H -4.90883 2.21560 1.07490
H -3.61681 2.69222 2.16274
H 1.75371 1.28545 -0.80314
H -2.94854 -0.59522 2.11294
H -2.79625 2.60341 -0.73154
H 4.48918 -2.78745 0.01224
H 3.92949 1.51620 0.45332
H -1.00052 1.34636 -1.90702
H -1.08879 -1.77015 0.98883
```

***

The following is a quantum chemistry calculation of the molecule C13H12F13NO4S at a distorted geometry, from the OMol25 dataset.

Computed properties:
- SMILES string: C=CC(=O)OCCN(C)S(=O)(=O)CC(F)(F)C(F)(F)C(F)(F)C(F)(F)C(F)(F)C(F)(F)F
- Total energy: -69516.7002 eV
- Orbital gap: 0.3819 Eh
- Maximum force: 3.978 eV/A

Geometry as XYZ:
```
44
C13H12F13NO4S, DFT wB97M-V/def2-TZVPD
S -1.06865 0.44914 1.71176
F -0.15594 0.46361 -1.25733
F 4.57837 0.84982 -3.71670
F 3.36615 3.16388 -0.91235
F 4.39385 1.88026 0.49534
F 1.05497 -1.35558 -1.03875
F 6.00723 2.98565 -1.23607
F 5.97772 0.83596 -1.43622
F 2.34794 1.03855 -2.28607
F 6.22850 2.20800 -3.85893
F 1.51036 1.81657 0.47047
F 3.62267 -0.35143 -1.28224
F 2.51028 0.02884 1.10827
F 4.17347 3.06300 -3.59503
O -4.29318 -3.29388 -0.66524
O -1.86919 1.39035 0.93554
O -3.61645 -1.30745 0.18556
O -0.10716 1.13200 2.59974
N -2.07062 -0.57766 2.66729
C 5.24809 1.95532 -1.68726
C -0.25131 -0.78675 0.72567
C -3.51820 -0.58809 2.45463
C 5.02330 2.02979 -3.21612
C -1.51355 -1.10882 3.93035
C 0.65080 -0.23426 -0.39806
C -3.91095 -1.69762 1.52965
C 2.94115 0.79512 -1.10321
C 1.88446 0.60516 0.04262
C 3.96971 1.94710 -0.80498
C -3.49447 -0.32472 -2.52009
C -3.88421 -1.59830 -2.20145
C -3.92403 -2.15133 -0.82076
H -4.97499 -1.88923 1.61411
H -3.49146 0.09328 -3.52354
H -3.97732 -0.78802 3.43225
H -1.02389 -1.44041 0.29723
H -0.45942 -1.36487 3.87273
H -3.34146 -2.60633 1.78799
H -1.59526 -0.35158 4.72277
H -3.89352 0.37880 2.09688
H -3.17733 0.40867 -1.77337
H -4.12259 -2.28008 -3.02291
H -2.08085 -2.01114 4.29227
H 0.32696 -1.41131 1.38359
```

***

The following is a quantum chemistry calculation of the molecule C13H12N2 at a distorted geometry, from the OMol25 dataset.

Computed properties:
- Total energy: -16648.7380 eV
- Orbital gap (alpha / beta): 0.2547 / 0.2581 Eh
- Maximum force: 7.125 eV/A

Geometry as XYZ:
```
27
C13H12N2, DFT wB97M-V/def2-TZVPD
N -1.80657 -0.29682 -0.25584
N -2.63129 0.46922 -0.93965
C 1.02874 -2.18266 -0.22994
C -3.82497 0.11718 -0.62688
C 3.16226 -0.35288 0.04193
C -2.52644 -1.04824 0.65295
C 0.73344 -0.76756 -0.08514
C -3.83173 -0.87759 0.39513
C 1.55358 1.56958 0.26837
C 1.86338 0.16794 -0.01033
C -0.61966 2.98222 0.12097
C 3.51852 -1.71891 -0.20240
C 0.16494 1.76766 0.50019
C 2.34695 -2.59810 -0.36888
C -0.49079 -0.18260 -0.21621
H 2.01112 1.83387 1.13788
H -4.65872 -1.28528 0.86157
H 4.41949 -2.23412 -0.20458
H 1.86213 2.26076 -0.57498
H 3.92468 0.32552 0.40303
H -1.92063 -1.70350 1.33629
H -1.66188 2.77971 0.18920
H 0.19577 -2.94409 -0.37670
H 2.54944 -3.54373 -0.70840
H -0.34567 3.73144 0.81666
H -4.70978 0.53852 -1.00360
H -0.30633 3.19243 -0.92064
```

***

What did the second record say?
The following is a quantum chemistry calculation of a structure of composition C13H12Br6N2O2 at a distorted geometry, from the OMol25 dataset.

Computed properties:
- Total energy: -441002.0847 eV
- Orbital gap: 0.3314 Eh
- Maximum force: 1.122 eV/A

Geometry as XYZ:
```
35
C13H12Br6N2O2, DFT wB97M-V/def2-TZVPD
Br 15.54826 1.37781 -10.53558
Br 18.46382 1.55944 -14.44065
Br 17.77461 -0.62810 -11.57390
Br 15.32099 1.08164 -14.41943
Br 18.43062 1.39859 -9.22084
Br 16.56500 3.50715 -16.04154
O 18.41199 4.06194 -6.80701
O 17.19269 4.78158 -5.18328
N 14.95009 -0.26025 -4.61511
N 17.92816 3.97192 -5.68300
C 15.58698 -0.54908 -5.72742
C 14.86725 2.01892 -5.32736
C 18.72284 0.46772 -3.46864
C 18.19479 1.58860 -2.83129
C 17.40376 1.11260 -10.86516
C 15.53452 1.69549 -6.48104
C 15.86709 0.37840 -6.70684
C 17.89594 2.73500 -3.56256
C 14.61079 1.00972 -4.42145
C 19.02704 0.53092 -4.82709
C 16.83323 1.72477 -15.43630
C 18.26192 2.78874 -4.89211
C 18.86461 1.71648 -5.51652
H 15.82797 -1.59907 -5.86212
H 16.88819 1.05422 -16.27736
H 14.50246 3.02152 -5.14697
H 17.32725 3.51027 -3.07213
H 19.15412 1.78705 -6.55668
H 18.89313 -0.44659 -2.91491
H 14.04276 1.15799 -3.50774
H 15.77498 2.45879 -7.21312
H 17.79520 1.85674 -11.53925
H 17.95257 1.61272 -1.77686
H 16.34716 0.10173 -7.63596
H 19.45575 -0.33364 -5.31599
```